Entry 1:
Density functional theory data (ωB97M-V/def2-TZVPD) for a structure of composition C19H40GaNP3Se in a non-equilibrium geometry.

ORCA input file:
```
! RIJCOSX wB97M-V def2-TZVPD def2/J DEFGRID3
* xyz 3 1
Ga -0.1653 1.6466 0.2950
P -1.2323 0.2542 2.1980
P 0.1945 -1.9820 -0.3478
P -1.8624 0.5434 -1.3718
H 0.0245 7.1090 -1.2721
C -0.9587 7.1296 -0.7558
C -1.3956 6.1695 0.0918
H -0.8327 5.2750 0.3968
C -0.3767 0.3673 3.8090
C -1.8017 -1.5056 2.2539
C -2.7570 1.1755 2.5468
C 1.3506 -2.1894 -1.7567
C 1.3010 -2.6808 0.9278
C -0.7830 -3.5046 -0.6820
C -2.7432 2.0397 -1.9291
C -3.2243 -0.5915 -0.9226
C -1.2510 -0.1604 -2.9338
H -1.5636 8.0535 -0.9443
H -2.3473 6.3184 0.6258
H -0.0191 1.3933 3.9652
H 0.5041 -0.2905 3.8015
H -1.0653 0.0788 4.6244
H -0.9556 -2.1951 2.1521
H -2.5248 -1.7281 1.4622
H -2.2818 -1.6766 3.2265
H -2.5217 2.2417 2.5722
H -3.1485 0.8574 3.5176
H -3.4826 0.9836 1.7552
H 1.5567 -3.2608 -1.8796
H 2.2735 -1.6368 -1.5463
H 0.8918 -1.7786 -2.6612
H 1.6399 -3.6600 0.5720
H 0.7813 -2.8217 1.8794
H 2.1528 -2.0049 1.0576
H -0.0779 -4.3427 -0.7266
H -1.2978 -3.4070 -1.6438
H -1.5158 -3.6877 0.1113
H -3.4908 1.7592 -2.6861
H -2.0040 2.7392 -2.3378
H -3.2399 2.5133 -1.0729
H -4.0528 -0.4585 -1.6299
H -3.5882 -0.3712 0.0856
H -2.8876 -1.6344 -0.9654
H -1.8692 0.1756 -3.7799
H -1.2130 -1.2553 -2.9041
H -0.2234 0.2089 -3.0845
C 1.1424 2.5581 -2.9187
C 1.0097 3.8409 -2.3522
C 0.0028 4.6460 -2.8444
C -0.5863 4.3554 -4.0779
C -0.2111 3.2257 -4.8115
C 0.6960 2.3355 -4.2381
Se 1.6993 1.2531 -1.7086
H -0.3543 3.1881 0.2618
H 1.5611 4.0767 -1.4438
H -0.3578 5.4855 -2.2564
H -1.3506 5.0443 -4.4300
H -0.6413 3.0317 -5.8001
H 1.0302 1.4325 -4.7408
C 4.1406 0.5956 1.9961
C 2.7442 0.6197 1.6502
N 1.6277 0.7830 1.3492
H 4.5248 1.6307 2.0290
H 4.6955 0.0168 1.2407
H 4.2598 0.1217 2.9861
*
```

Computed properties:
Gap between HOMO and LUMO (spin up / spin down) = 3.881 / 3.993 eV
Molecular weight = 524.1 g mol⁻¹
HOMO level (spin up / spin down) = -17.11 / -16.97 eV
E_LUMO (spin up / spin down) = -13.23 / -12.97 eV

=====

Entry 2:
Density functional theory data (ωB97M-V/def2-TZVPD) for a structure of composition C19H40MgP2 in a non-equilibrium geometry.

ORCA input file:
```
! RIJCOSX wB97M-V def2-TZVPD def2/J DEFGRID3
* xyz 0 1
P -1.4474 0.0345 -4.7844
P -0.6733 -3.1719 -3.9376
C -1.0752 -1.3920 -5.9398
C -1.7415 -2.6252 -5.3136
H 0.0378 -1.4459 -5.9171
H -1.3924 -1.1883 -6.9722
H -2.7122 -2.3389 -4.8405
H -1.8999 -3.4537 -5.9943
C 0.8390 -3.7258 -4.7260
H 1.5177 -4.0396 -3.9439
H 1.3053 -2.9464 -5.3285
H 0.5517 -4.5717 -5.3523
C -1.3539 -4.7610 -3.1534
H -1.0605 -5.5166 -3.8744
H -2.4528 -4.7553 -3.0102
H -0.8500 -4.9607 -2.1899
C -0.7865 1.2830 -6.0571
H -0.9022 2.2859 -5.6968
H -1.3646 1.1754 -7.0062
H 0.2736 1.0986 -6.2794
C -3.2255 0.4309 -5.0990
H -3.8614 -0.4604 -5.0063
H -3.4069 0.8856 -6.0809
H -3.5431 1.1344 -4.3454
Mg -1.4726 -2.5114 -2.0812
C 2.6015 0.1533 -3.6063
C 3.2530 1.0542 -4.4002
C 2.9506 2.5423 -4.4670
C 2.4265 3.3194 -3.2059
C 0.9853 3.5272 -3.3349
C 0.1636 2.4826 -3.2253
C 0.4311 1.1493 -2.5019
C 1.8151 0.4270 -2.3743
C -2.3298 -1.3046 -0.7325
H 2.6809 -0.8991 -3.9163
H 3.9352 0.7043 -5.1893
H 2.1897 2.6343 -5.2595
H 3.8537 3.0327 -4.8393
H 2.6821 2.7434 -2.3069
H 2.9298 4.2894 -3.1559
H 0.5982 4.5875 -3.3855
H -0.8159 2.4693 -3.6862
H -0.1891 0.3778 -2.9939
H -0.0172 1.1890 -1.4832
H 2.4445 0.8315 -1.5789
H 1.5393 -0.5682 -1.9928
H -3.2555 -1.9080 -0.5853
H -2.5586 -0.2597 -0.9776
H -1.5092 -1.6371 0.0841
C 1.2714 -0.9047 1.3495
C 0.1692 -1.8405 1.9018
C -0.7629 -1.1097 2.8730
C -0.5868 -2.5130 0.7878
H 0.8227 -0.1600 0.6644
H 1.9983 -1.4654 0.7835
H 1.7664 -0.3325 2.1382
H 0.7091 -2.6067 2.4492
H -1.3865 -0.3792 2.3211
H -1.4147 -1.8144 3.3768
H -0.1827 -0.5615 3.6464
H -1.3098 -3.2544 1.2046
H 0.0921 -2.9629 0.0435
*
```

Computed properties:
Gap between HOMO and LUMO (spin up / spin down) = 4.239 / 4.241 eV
Molecular weight = 354.8 g mol⁻¹
HOMO level (spin up / spin down) = -4.27 / -4.27 eV
Energy relative to the best compared isomer or geometry (same formula, charge and spin) = 0.000 eV
E_LUMO (spin up / spin down) = -0.03 / -0.03 eV

=====

Entry 3:
Density functional theory data (ωB97M-V/def2-TZVPD) for the ion C19H40N3 with charge +1 in a non-equilibrium geometry.

ORCA input file:
```
! RIJCOSX wB97M-V def2-TZVPD def2/J DEFGRID3
* xyz 1 1
C 6.3181 -3.8894 1.2222
C 4.9226 -3.2865 0.5794
C 5.1296 -2.5136 -0.8557
C 3.6507 -2.4084 -1.5912
C 3.5272 -1.1122 -2.6231
C 1.9921 -0.7992 -3.1125
C 1.7485 0.8022 -3.5242
C 2.1032 1.8032 -2.2363
N 1.5202 1.1284 -1.0172
C 0.8391 2.0944 -0.0703
N -0.0386 3.2802 -0.5223
N 1.0077 1.8170 1.2922
C 0.3988 2.6203 2.4185
C -1.2372 2.6745 2.4373
C -1.9896 1.2378 2.6590
C -1.0129 -0.0153 3.0560
C -2.9322 0.9818 1.3286
C -3.7675 -0.4286 1.3457
C -5.3837 -0.0485 1.2499
C -6.1681 0.0015 -0.0229
C -6.7806 1.3891 -0.7015
C -6.5334 -1.4011 -0.8563
H 6.0120 -4.5441 2.1721
H 7.0405 -3.0411 1.6473
H 6.8851 -4.6288 0.4990
H 4.1737 -4.1955 0.4281
H 4.4338 -2.5687 1.3985
H 5.6194 -1.4726 -0.6221
H 5.9012 -3.1460 -1.4756
H 3.4183 -3.3842 -2.2069
H 2.8516 -2.2594 -0.7281
H 4.1590 -1.3003 -3.6183
H 4.0590 -0.2136 -2.0763
H 1.7952 -1.4480 -4.0768
H 1.1992 -1.1594 -2.3007
H 0.5660 0.8974 -3.6549
H 2.3396 1.0784 -4.4971
H 3.2847 1.8275 -2.0688
H 1.7690 2.9110 -2.4069
H 2.3263 0.7027 -0.4670
H -0.6653 2.8914 -1.2893
H 0.5643 4.0425 -0.9374
H 1.6134 0.9881 1.5744
H 0.7691 3.7443 2.2608
H 0.8337 2.3148 3.4875
H -1.7276 3.1855 1.5037
H -1.5368 3.3555 3.3709
H -2.7490 1.3703 3.5704
H -1.5968 -0.9946 3.3980
H -0.1382 0.2682 3.8123
H -0.4519 -0.3325 2.0517
H -2.3298 1.1067 0.3060
H -3.7402 1.8561 1.3296
H -3.4679 -1.0177 0.3619
H -3.6459 -1.0651 2.3258
H -5.9962 0.1981 2.2423
H -5.9497 2.0217 -1.2553
H -7.3268 2.0821 0.0850
H -7.6018 1.1449 -1.5301
H -5.5529 -2.0155 -1.0401
H -7.1293 -1.1644 -1.8633
H -7.3221 -1.9634 -0.1657
*
```

Computed properties:
SMILES string = CCCCCCCCN/C(N)=[NH+]/CC[C@H](C)CCC=C(C)C
Gap between HOMO and LUMO = 5.320 eV
Molecular weight = 310.5 g mol⁻¹
HOMO level = -9.26 eV
E_LUMO = -3.94 eV

=====

Entry 4:
Density functional theory data (ωB97M-V/def2-TZVPD) for a structure of composition C19H40N6O2RuSSi2 in a non-equilibrium geometry.

ORCA input file:
```
! RIJCOSX wB97M-V def2-TZVPD def2/J DEFGRID3
* xyz 1 2
Ru -0.1036 -0.0357 0.3561
C 4.1981 2.8545 -0.0755
O 3.5186 1.8019 -0.7728
C 2.2214 1.6355 -0.6246
O 1.6429 0.6585 -1.0649
N 1.5062 2.5728 0.0406
N 0.1662 2.2432 0.2668
H 5.2547 2.6455 -0.1909
H 3.9426 2.8465 0.9845
H 3.9790 3.8265 -0.5202
H 1.8575 3.4816 0.2778
H -0.4367 2.6808 -0.4223
H -0.0924 2.5443 1.1956
C -2.4617 2.1837 1.6141
Si -3.0338 1.1925 0.1189
C -4.8841 1.4139 0.0098
C -2.2618 1.6471 -1.5456
N -2.2891 -0.3698 0.4246
C -2.6636 -1.5892 0.1785
C -4.0316 -2.0022 -0.0127
C -4.3325 -3.3046 -0.1902
C -3.2987 -4.3056 -0.1886
C -2.0020 -3.9660 -0.0408
C -1.6145 -2.5848 0.1230
N -0.3826 -2.1634 0.2110
Si 1.0815 -3.1811 0.1264
C 2.5274 -2.0037 0.1633
C 1.1625 -4.1773 -1.4495
C 1.1583 -4.2545 1.6600
H -2.4223 3.2618 1.4120
H -1.4865 1.8475 1.9460
H -3.1632 2.0389 2.4414
H -5.1122 2.4830 -0.0247
H -5.3937 0.9964 0.8831
H -5.3102 0.9546 -0.8861
H -2.2140 2.7268 -1.7327
H -2.8585 1.2080 -2.3505
H -1.2636 1.2291 -1.6319
H -4.8065 -1.2458 0.0017
H -5.3616 -3.6076 -0.3351
H -3.5673 -5.3464 -0.3181
H -1.2261 -4.7217 -0.0519
H 2.6702 -1.5302 -0.8089
H 3.4526 -2.5327 0.4168
H 2.3859 -1.2213 0.9087
H 1.0563 -3.5257 -2.3210
H 0.3867 -4.9443 -1.5105
H 2.1323 -4.6775 -1.5174
H 1.4045 -3.6582 2.5427
H 1.9401 -5.0106 1.5399
H 0.2169 -4.7756 1.8568
C -1.3370 -0.4044 5.6462
N -0.4988 -0.5245 4.4514
C -0.9997 -1.5108 3.5067
C 0.4812 0.3482 4.1684
S 1.0643 0.6765 2.5876
N 1.0398 1.0193 5.2098
C 1.8440 2.2182 5.0061
C 1.2987 0.3714 6.4990
H -2.3800 -0.4712 5.3353
H -1.1839 0.5514 6.1352
H -1.1457 -1.2106 6.3562
H -1.1329 -2.4606 4.0296
H -0.3066 -1.6527 2.6910
H -1.9607 -1.1990 3.0944
H 1.4253 2.8169 4.2049
H 2.8790 1.9727 4.7539
H 1.8326 2.7940 5.9314
H 0.9783 -0.6638 6.4866
H 0.8000 0.8960 7.3154
H 2.3738 0.3892 6.6864
*
```

Computed properties:
⟨S²⟩ = 0.76
Gap between HOMO and LUMO (spin up / spin down) = 5.816 / 6.129 eV
Molecular weight = 573.9 g mol⁻¹
HOMO level (spin up / spin down) = -9.39 / -9.68 eV
Energy relative to the best compared isomer or geometry (same formula, charge and spin) = 1.550 eV
E_LUMO (spin up / spin down) = -3.58 / -3.55 eV

=====

What did the first record say?
Density functional theory data (ωB97M-V/def2-TZVPD) for a structure of composition C19H40GaNP3Se in a non-equilibrium geometry.

ORCA input file:
```
! RIJCOSX wB97M-V def2-TZVPD def2/J DEFGRID3
* xyz 3 1
Ga -0.1653 1.6466 0.2950
P -1.2323 0.2542 2.1980
P 0.1945 -1.9820 -0.3478
P -1.8624 0.5434 -1.3718
H 0.0245 7.1090 -1.2721
C -0.9587 7.1296 -0.7558
C -1.3956 6.1695 0.0918
H -0.8327 5.2750 0.3968
C -0.3767 0.3673 3.8090
C -1.8017 -1.5056 2.2539
C -2.7570 1.1755 2.5468
C 1.3506 -2.1894 -1.7567
C 1.3010 -2.6808 0.9278
C -0.7830 -3.5046 -0.6820
C -2.7432 2.0397 -1.9291
C -3.2243 -0.5915 -0.9226
C -1.2510 -0.1604 -2.9338
H -1.5636 8.0535 -0.9443
H -2.3473 6.3184 0.6258
H -0.0191 1.3933 3.9652
H 0.5041 -0.2905 3.8015
H -1.0653 0.0788 4.6244
H -0.9556 -2.1951 2.1521
H -2.5248 -1.7281 1.4622
H -2.2818 -1.6766 3.2265
H -2.5217 2.2417 2.5722
H -3.1485 0.8574 3.5176
H -3.4826 0.9836 1.7552
H 1.5567 -3.2608 -1.8796
H 2.2735 -1.6368 -1.5463
H 0.8918 -1.7786 -2.6612
H 1.6399 -3.6600 0.5720
H 0.7813 -2.8217 1.8794
H 2.1528 -2.0049 1.0576
H -0.0779 -4.3427 -0.7266
H -1.2978 -3.4070 -1.6438
H -1.5158 -3.6877 0.1113
H -3.4908 1.7592 -2.6861
H -2.0040 2.7392 -2.3378
H -3.2399 2.5133 -1.0729
H -4.0528 -0.4585 -1.6299
H -3.5882 -0.3712 0.0856
H -2.8876 -1.6344 -0.9654
H -1.8692 0.1756 -3.7799
H -1.2130 -1.2553 -2.9041
H -0.2234 0.2089 -3.0845
C 1.1424 2.5581 -2.9187
C 1.0097 3.8409 -2.3522
C 0.0028 4.6460 -2.8444
C -0.5863 4.3554 -4.0779
C -0.2111 3.2257 -4.8115
C 0.6960 2.3355 -4.2381
Se 1.6993 1.2531 -1.7086
H -0.3543 3.1881 0.2618
H 1.5611 4.0767 -1.4438
H -0.3578 5.4855 -2.2564
H -1.3506 5.0443 -4.4300
H -0.6413 3.0317 -5.8001
H 1.0302 1.4325 -4.7408
C 4.1406 0.5956 1.9961
C 2.7442 0.6197 1.6502
N 1.6277 0.7830 1.3492
H 4.5248 1.6307 2.0290
H 4.6955 0.0168 1.2407
H 4.2598 0.1217 2.9861
*
```

Computed properties:
Gap between HOMO and LUMO (spin up / spin down) = 3.881 / 3.993 eV
Molecular weight = 524.1 g mol⁻¹
HOMO level (spin up / spin down) = -17.11 / -16.97 eV
E_LUMO (spin up / spin down) = -13.23 / -12.97 eV